No. 1
Entry from the OMol25 dataset: the ion C2H5N2S with charge +1 at a distorted geometry (ωB97M-V/def2-TZVPD).

The geometry in XYZ format:
```
10
C2H5N2S | the OMol25 dataset | ωB97M-V/def2-TZVPD
C 1.01551 -0.61055 0.13013
C 0.06131 0.42181 0.58396
N 1.04964 -1.81034 -0.11399
N -1.14988 0.59791 -0.28606
S 1.56960 1.02969 -0.17270
H -0.33490 0.58585 1.62542
H 1.72523 -2.37915 -0.59470
H -1.52278 1.39767 0.31678
H -1.76511 -0.24113 -0.39805
H -0.64862 1.00824 -1.09079
```

Values from the calculation:
2S+1: 3
E_LUMO (spin up / spin down): -4.16 / -8.27 eV
relative energy (zero: lowest compared OMol25 entry of this formula, charge and spin): 91.7 kcal per mole
charge: +1
HOMO (spin up / spin down): -10.339 / -13.995 eV
total energy: -586.3931 Eh
<S²>: 2.0094
frontier orbital gap (spin up / spin down): 6.182 / 5.727 eV

***

No. 2
Entry from the OMol25 dataset: the ion C2H5N2S3 with charge +1 at a distorted geometry (ωB97M-V/def2-TZVPD).

The geometry in XYZ format:
```
12
C2H5N2S3 | the OMol25 dataset | ωB97M-V/def2-TZVPD
C 1.32858 -0.21326 -0.43665
C -0.98988 0.19410 0.06650
N 0.30378 -0.16704 0.50369
N 1.10459 -0.17884 -1.73293
S -0.40406 0.08288 -2.37292
S -1.53058 1.75538 0.63926
S 0.24476 -1.33284 1.78269
H 2.41209 -0.31405 -0.12350
H -1.65362 -0.60081 0.00788
H 1.97401 -0.10745 -2.18858
H -2.81344 1.37036 0.98937
H 0.02377 -0.48842 2.86517
```

Values from the calculation:
E_LUMO: -5.63 eV
relative energy (zero: lowest compared OMol25 entry of this formula, charge and spin): 55.9 kcal per mole
charge: +1
HOMO: -13.072 eV
total energy: -1382.9193 Eh
frontier orbital gap: 7.441 eV

***

No. 3
Entry from the OMol25 dataset: an isolated molecule of C2H5N3 at a distorted geometry (ωB97M-V/def2-TZVPD).

The geometry in XYZ format:
```
10
C2H5N3 | the OMol25 dataset | ωB97M-V/def2-TZVPD
H -1.59230 1.47863 0.46090
N -0.91815 2.11702 -0.02857
C 0.01737 1.43920 -0.57991
N 0.48997 0.16407 -0.09975
C -0.02505 -1.00013 0.53815
N 0.68445 -2.08782 0.14373
H 0.33324 -2.94809 0.57421
H 0.85953 1.76161 -1.21710
H 0.88066 -0.04800 -1.19734
H -0.72970 -0.87649 1.40567
```

Values from the calculation:
E_LUMO: 0.48 eV
relative energy (zero: lowest compared OMol25 entry of this formula, charge and spin): 50.7 kcal per mole
HOMO: -9.444 eV
total energy: -243.3811 Eh
frontier orbital gap: 9.926 eV

***

No. 4
Entry from the OMol25 dataset: an isolated molecule of C2H5N3 at a distorted geometry (ωB97M-V/def2-TZVPD).

The geometry in XYZ format:
```
10
C2H5N3 | the OMol25 dataset | ωB97M-V/def2-TZVPD
C 0.67209 0.92280 0.07675
N -0.36167 -0.17775 -0.11376
N 0.00793 -1.55036 -0.19067
C -1.63037 0.05650 0.15998
N -2.70803 0.40460 0.26034
H 0.67331 1.55044 1.06735
H 1.63820 0.36652 -0.11785
H 0.55004 1.72847 -0.72034
H 0.44357 -1.64540 -1.06883
H 0.71493 -1.65581 0.64704
```

Values from the calculation:
E_LUMO: 0.58 eV
relative energy (zero: lowest compared OMol25 entry of this formula, charge and spin): 46.8 kcal per mole
HOMO: -9.411 eV
total energy: -243.3873 Eh
frontier orbital gap: 9.990 eV

***

No. 5
Entry from the OMol25 dataset: a structure of composition C2H5N3 at a distorted geometry (ωB97M-V/def2-TZVPD).

The geometry in XYZ format:
```
10
C2H5N3 | the OMol25 dataset | ωB97M-V/def2-TZVPD
N -0.29058 -0.90900 -1.55689
C -0.00934 0.15008 -0.77121
C -0.15847 0.54901 1.19129
N -0.96194 0.53963 0.16598
N -0.17098 0.47729 2.43928
H -1.01146 -1.54990 -1.26655
H 0.28771 -1.14837 -2.34446
H 0.66976 0.77173 2.91969
H 0.64206 0.88641 -1.23840
H 1.00324 0.23314 0.46127
```

Values from the calculation:
E_LUMO: 0.54 eV
relative energy (zero: lowest compared OMol25 entry of this formula, charge and spin): 66.5 kcal per mole
HOMO: -8.677 eV
total energy: -243.3560 Eh
frontier orbital gap: 9.221 eV

***

No. 6
Entry from the OMol25 dataset: a cluster of 2 separate species, C2H5N3O in total at a distorted geometry (ωB97M-V/def2-TZVPD).

The geometry in XYZ format:
```
11
C2H5N3O | the OMol25 dataset | ωB97M-V/def2-TZVPD
N -2.05076 3.20768 2.57125
N -2.03260 2.88900 1.52281
O -1.91381 2.54479 0.42033
H -2.31318 0.18000 -0.23203
N -1.48971 0.05255 0.29549
C -0.40904 0.12436 -0.38040
C 0.85380 -0.38691 0.10430
H -0.43677 0.39397 -1.43312
H 1.28463 -0.85390 -0.72993
H 0.81112 -1.13259 0.93670
H 1.66965 0.34759 0.56835
```

Values from the calculation:
E_LUMO: 1.08 eV
relative energy (zero: lowest compared OMol25 entry of this formula, charge and spin): 88.4 kcal per mole
HOMO: -9.871 eV
total energy: -318.6096 Eh
frontier orbital gap: 10.955 eV

***

No. 7
Entry from the OMol25 dataset: an isolated molecule of C2H5N3O at a distorted geometry (ωB97M-V/def2-TZVPD).

The geometry in XYZ format:
```
11
C2H5N3O | the OMol25 dataset | ωB97M-V/def2-TZVPD
H 2.39208 -1.72158 0.20365
N 1.99000 -0.74884 0.04405
C 0.73463 -0.85916 -0.14937
N -0.03396 0.35508 -0.12441
N 0.50866 1.64609 0.11731
C -1.35889 0.24072 -0.03705
O -2.04054 -0.80958 0.12136
H 0.20590 -1.76049 -0.09030
H 0.85808 2.05708 -0.79298
H 1.26193 1.68019 0.81234
H -1.90106 1.16578 -0.24373
```

Values from the calculation:
E_LUMO: 0.78 eV
relative energy (zero: lowest compared OMol25 entry of this formula, charge and spin): 52.1 kcal per mole
HOMO: -9.916 eV
total energy: -318.6675 Eh
frontier orbital gap: 10.697 eV

***

No. 8
Entry from the OMol25 dataset: an isolated molecule of C2H5N3O at a distorted geometry (ωB97M-V/def2-TZVPD).

The geometry in XYZ format:
```
11
C2H5N3O | the OMol25 dataset | ωB97M-V/def2-TZVPD
N 1.17150 0.09586 1.78116
C 1.08996 0.17692 0.41230
O 2.01733 0.44170 -0.31108
N -0.23486 -0.02681 -0.04038
C -0.45343 -0.17018 -1.34545
N -1.75233 -0.12653 -1.74824
H 2.11986 0.08241 2.11574
H 0.53650 -0.53132 2.25550
H -0.99265 0.03058 0.64246
H -1.32561 0.59897 -2.37740
H -2.48810 0.07586 -1.03432
```

Values from the calculation:
E_LUMO: 0.69 eV
relative energy (zero: lowest compared OMol25 entry of this formula, charge and spin): 59.1 kcal per mole
HOMO: -8.648 eV
total energy: -318.6563 Eh
frontier orbital gap: 9.334 eV

***

No. 9
Entry from the OMol25 dataset: an isolated molecule of C2H5N3O at a distorted geometry (ωB97M-V/def2-TZVPD).

The geometry in XYZ format:
```
11
C2H5N3O | the OMol25 dataset | ωB97M-V/def2-TZVPD
C 0.31159 0.20745 -0.26463
C 1.08654 -0.87444 0.13742
N -0.02581 -2.33162 1.60598
N -0.84967 0.72447 -0.11420
N -1.25407 1.80827 -0.71403
O 0.97746 -1.96695 0.86153
H 1.00625 0.93829 -0.75551
H 2.10809 -0.99490 -0.38342
H -0.60038 -1.46341 1.64178
H -0.53939 2.24917 -1.30740
H -2.22062 1.70367 -0.70751
```

Values from the calculation:
E_LUMO (spin up / spin down): -0.10 / 0.17 eV
relative energy (zero: lowest compared OMol25 entry of this formula, charge and spin): 164.5 kcal per mole
HOMO (spin up / spin down): -8.612 / -7.556 eV
total energy: -318.4883 Eh
frontier orbital gap (spin up / spin down): 8.517 / 7.726 eV

***

No. 10
Entry from the OMol25 dataset: an isolated molecule of C2H5N3O (ωB97M-V/def2-TZVPD).

The geometry in XYZ format:
```
11
C2H5N3O | the OMol25 dataset | ωB97M-V/def2-TZVPD
N -1.48512 0.83755 -0.64432
C -0.52536 -0.19926 -0.64764
N -0.55775 -0.94450 0.56569
C 0.54878 -0.76477 1.16864
N 1.43732 0.06207 0.54359
O 0.89896 0.33473 -0.73131
H -1.48570 1.36562 -1.50230
H -1.35917 1.46048 0.14466
H -0.68351 -0.83032 -1.53065
H 0.78463 -1.18502 2.12979
H 2.42692 -0.13658 0.50386
```

Values from the calculation:
E_LUMO: 0.95 eV
relative energy (zero: lowest compared OMol25 entry of this formula, charge and spin): 62.4 kcal per mole
HOMO: -8.761 eV
total energy: -318.6510 Eh
frontier orbital gap: 9.709 eV